(1)
DFT (ωB97M-V with the def2-TZVPD basis set) results for a molecular structure, C26H28N8ORhS.

Atoms and positions in Å:
Rh 0.394 -0.711 1.071
C 3.728 3.499 0.223
C 3.245 2.235 -0.078
N 2.127 1.747 0.472
C 1.346 2.494 1.345
C 1.860 3.755 1.720
C 3.057 4.246 1.147
C 1.185 4.563 2.669
C 0.021 4.135 3.248
C -0.535 2.933 2.835
C 0.043 2.111 1.853
N -0.591 0.968 1.457
C -1.947 0.742 1.670
C -2.950 1.695 1.595
C -4.281 1.352 1.877
C -4.607 0.078 2.264
C -3.612 -0.931 2.326
C -3.873 -2.257 2.741
C -2.852 -3.165 2.783
C -1.572 -2.773 2.363
N -1.300 -1.550 1.949
C -2.295 -0.609 1.969
H 4.636 3.840 -0.252
H 3.748 1.548 -0.741
H 3.419 5.221 1.448
H 1.629 5.511 2.941
H -0.465 4.717 4.018
H -1.437 2.587 3.319
H -2.715 2.708 1.297
H -5.049 2.109 1.803
H -5.629 -0.177 2.515
H -4.878 -2.537 3.035
H -3.009 -4.180 3.120
H -0.751 -3.477 2.364
N 3.157 -3.880 1.158
C 2.123 -4.604 0.623
C 1.089 -3.732 0.503
N 1.494 -2.486 0.948
C 2.755 -2.615 1.324
H 4.071 -4.238 1.396
H 2.208 -5.652 0.395
H 0.096 -3.916 0.130
H 3.383 -1.833 1.717
O 2.502 -0.084 -0.782
N 1.822 0.374 0.156
C -0.170 1.247 -4.398
N -0.833 0.366 -3.419
C -2.084 0.897 -2.869
C -0.251 -0.707 -2.909
S -0.822 -1.252 -1.318
N 0.689 -1.417 -3.500
C 0.830 -1.497 -4.968
C 1.469 -2.402 -2.743
H -0.285 2.270 -4.042
H -0.634 1.159 -5.379
H 0.888 1.015 -4.459
H -2.644 1.354 -3.682
H -1.881 1.655 -2.109
H -2.696 0.096 -2.457
H -0.063 -1.119 -5.454
H 0.946 -2.549 -5.220
H 1.709 -0.951 -5.305
H 1.612 -2.063 -1.719
H 2.452 -2.484 -3.203
H 0.977 -3.376 -2.780

- molecular weight (g/mol) = 603.54
- relative energy (zero: lowest compared OMol25 entry of this formula, charge and spin) (kcal/mol) = 0.0
- charge = +3
- 2S+1 = 5
- frontier orbital gap (spin up / spin down) (eV) = 6.961 / 5.379

natural (NBO) atomic charge list, values in e, 2 entries: atom 1 (Rh): 0.89, atom 2 (C): -0.22

(2)
DFT (ωB97M-V with the def2-TZVPD basis set) results for a molecular structure, C26H28NOsSi2.

Atoms and positions in Å:
Os 0.980 -0.252 -0.275
C 0.949 0.399 3.953
C 0.330 -0.762 4.390
C -0.118 -1.693 3.467
C 0.048 -1.450 2.115
N 0.689 -0.328 1.711
C 1.120 0.576 2.598
C -0.383 -2.342 1.017
C -1.212 -3.435 1.219
C -1.530 -4.258 0.147
C -1.013 -4.002 -1.111
C -0.205 -2.890 -1.327
C 0.104 -2.038 -0.274
H 1.303 1.152 4.642
H 0.195 -0.943 5.448
H -0.594 -2.606 3.790
H 1.601 1.454 2.187
H -1.624 -3.649 2.197
H -2.183 -5.106 0.299
H -1.248 -4.665 -1.933
H 0.191 -2.701 -2.318
C 4.242 -0.629 0.916
Si 3.340 -0.364 -0.706
C 3.814 1.293 -1.445
C 3.718 -1.766 -1.882
H 5.320 -0.654 0.733
H 3.968 -1.574 1.389
H 4.047 0.177 1.625
H 4.887 1.260 -1.660
H 3.641 2.123 -0.757
H 3.294 1.514 -2.378
H 4.794 -1.749 -2.085
H 3.202 -1.684 -2.839
H 3.472 -2.734 -1.442
C -2.462 2.772 2.939
C -1.500 3.627 2.424
C -0.857 3.309 1.234
C -1.170 2.136 0.544
C -2.145 1.285 1.080
C -2.785 1.597 2.268
Si -0.323 1.674 -1.051
C -1.497 1.337 -2.452
C -1.684 0.079 -3.022
C -2.592 -0.110 -4.056
C -3.328 0.963 -4.533
C -3.156 2.225 -3.977
C -2.249 2.409 -2.947
H -2.971 3.024 3.861
H -1.256 4.545 2.942
H -0.105 3.984 0.840
H -2.413 0.371 0.558
H -3.543 0.936 2.667
H 0.647 2.751 -1.383
H -1.130 -0.775 -2.655
H -2.725 -1.095 -4.484
H -4.038 0.819 -5.337
H -3.729 3.064 -4.348
H -2.129 3.401 -2.524

- molecular weight (g/mol) = 600.92
- relative energy (zero: lowest compared OMol25 entry of this formula, charge and spin) (kcal/mol) = 26.2
- charge = +1
- 2S+1 = 1
- frontier orbital gap (eV) = 6.938

natural (NBO) atomic charge list, values in e, 2 entries: atom 1 (Os): 0.30, atom 2 (C): -0.24

(3)
DFT (ωB97M-V with the def2-TZVPD basis set) results for 5 unconnected molecules or ions with the total composition C26H28O15.

Atoms and positions in Å:
C -0.707 -0.859 2.577
C -0.755 0.353 1.672
C -1.904 1.012 1.469
C -3.171 0.576 2.190
O -4.205 1.527 1.929
C -5.418 0.902 1.655
C -6.323 0.810 2.684
C -7.534 0.224 2.392
C -7.804 -0.257 1.142
C -6.883 -0.176 0.129
C -5.668 0.415 0.405
C -1.879 2.177 0.511
O -2.784 2.436 -0.259
C -0.614 2.999 0.502
C 0.515 2.336 0.715
C 0.481 0.852 0.976
O 1.415 0.138 0.664
H 0.244 -1.372 2.406
H -0.858 -0.615 3.629
H -1.478 -1.561 2.242
H -3.458 -0.446 1.932
H -2.948 0.649 3.264
H -6.069 1.187 3.665
H -8.254 0.182 3.202
H -8.772 -0.703 0.935
H -7.056 -0.557 -0.869
H -4.911 0.497 -0.369
H -0.645 4.065 0.309
H 1.466 2.873 0.699
O 2.625 4.445 1.643
C 3.617 3.895 2.006
O 4.606 3.490 1.182
C 5.709 3.074 1.994
C 5.039 2.725 3.297
O 3.892 3.586 3.295
H 6.220 2.225 1.546
H 6.411 3.904 2.090
H 4.700 1.688 3.328
H 5.669 2.917 4.162
O 5.735 -0.381 1.404
C 5.215 -1.200 0.716
O 5.113 -1.112 -0.629
C 4.635 -2.369 -1.115
C 3.926 -2.933 0.092
O 4.642 -2.337 1.178
H 3.974 -2.230 -1.967
H 5.486 -2.978 -1.424
H 2.880 -2.622 0.146
H 3.978 -4.018 0.140
O 3.405 -6.090 -3.957
C 2.412 -5.752 -3.408
O 2.380 -5.012 -2.264
C 1.023 -4.614 -2.043
C 0.246 -5.667 -2.797
O 1.157 -6.045 -3.829
H 0.793 -4.598 -0.980
H 0.878 -3.612 -2.453
H 0.024 -6.543 -2.183
H -0.681 -5.287 -3.219
O -1.512 2.183 -6.450
C -1.274 2.272 -5.292
O -1.521 3.372 -4.536
C -1.316 3.013 -3.166
C -0.377 1.836 -3.270
O -0.717 1.282 -4.543
H -0.889 3.844 -2.609
H -2.275 2.746 -2.723
H 0.673 2.136 -3.284
H -0.525 1.107 -2.476

- molecular weight (g/mol) = 580.50
- relative energy (zero: lowest compared OMol25 entry of this formula, charge and spin) (kcal/mol) = 0.0
- 2S+1 = 1
- frontier orbital gap (eV) = 8.263

natural (NBO) atomic charge list, values in e, 2 entries: atom 1 (C): -0.66, atom 2 (C): -0.05

Q: Look up the relative energy (zero: lowest compared OMol25 entry of this formula, charge and spin) of the first one.
A: 0.0 kcal/mol

Q: What is the 2S+1 in the second record?
A: 1